The following is a DFT calculation (ωB97M-V with the def2-TZVPD basis set) of one molecule with the formula C3H8ClN3.

Last column: Mulliken charge in e.
Cartesian coordinates (Å):
C 0.326 -0.466 -0.192  0.7131
C -2.023 -0.778 -0.247  -0.9338
C 1.672 1.211 0.878  -0.7863
N -0.808 -0.039 0.059  -0.4878
N 1.544 0.058 -0.009  -0.1544
N 0.349 -1.940 -0.947  -0.3854
Cl 1.977 -2.569 -0.890  -0.1844
H -2.243 -0.283 -1.166  0.3390
H -2.837 -0.401 0.385  0.2861
H -1.825 -1.847 -0.380  0.3728
H 1.916 2.133 0.341  0.2534
H 0.667 1.435 1.464  0.2663
H 2.480 0.996 1.713  0.2734
H 2.245 -0.572 -0.113  0.1439
H 0.059 -1.704 -1.815  0.2841

Cartesian forces (eV/Å) of the 6 atoms listed first:
-0.8458 -3.6676 -1.8082
0.8230 1.2941 -0.2560
-0.2341 0.0839 2.8104
-0.0128 0.8249 1.3214
-2.5484 2.9269 0.9429
1.7958 1.6525 5.7338

Calculated values
Energy above the lowest of the compared OMol25 structures with the same formula, charge and spin   1.790 eV
Net charge   0
Gap between HOMO and LUMO   9.64 eV
SMILES   C/N=C(/NC)NCl

The following is a DFT calculation (ωB97M-V with the def2-TZVPD basis set) of C46H51Cl7ILaN5O3PSSi3 as an isolated structure.

Last column: Mulliken charge in e.
Cartesian coordinates (Å):
La 6.116 9.481 19.791  1.8975
I 2.283 8.336 15.135  0.2377
C 2.392 6.353 14.472  -0.5213
C 2.815 6.177 13.193  -0.3579
C 2.645 4.993 12.441  -0.7480
C 1.954 3.929 13.013  -0.9026
C 1.493 4.059 14.364  0.8455
C 0.805 2.963 14.951  -0.8811
C 0.300 3.026 16.217  -1.1618
C 0.640 4.109 17.020  -0.1902
C 1.385 5.165 16.535  1.2971
P 2.114 6.238 17.843  0.5747
C 0.609 6.865 18.732  1.0969
C -0.696 6.714 18.278  -0.5538
C -1.755 7.141 19.057  -0.8012
C -1.560 7.662 20.321  -0.6170
C -0.253 7.837 20.769  -1.0203
C 0.823 7.427 20.011  0.3443
C 2.815 4.929 18.867  0.6857
C 2.371 4.540 20.117  0.0217
C 3.019 3.498 20.814  -0.6894
C 4.097 2.838 20.210  -0.3988
C 4.477 3.146 18.916  -0.9037
C 3.859 4.176 18.234  -0.8902
C 1.781 5.230 15.156  -0.0445
H 3.311 7.031 12.679  0.3229
H 3.008 5.018 11.414  0.3589
H 1.714 3.044 12.431  0.3385
H 0.587 2.088 14.355  0.3357
H -0.295 2.194 16.581  0.3770
H 0.333 4.074 18.068  0.4627
H -0.914 6.230 17.352  0.4386
H -2.776 7.007 18.763  0.3909
H -2.426 7.983 20.889  0.3640
H -0.071 8.290 21.765  0.3611
H 1.828 7.488 20.444  -0.2458
H 1.523 5.082 20.534  0.3565
H 2.641 3.219 21.777  0.4667
H 4.562 2.020 20.758  0.3357
H 5.228 2.575 18.429  0.3786
H 4.183 4.476 17.232  0.3458
C 4.147 11.179 25.201  -1.1998
Si 4.567 10.237 23.577  -0.2684
C 5.234 8.545 24.129  0.1018
C 2.777 9.883 22.891  -0.7573
C 5.590 11.247 22.392  1.2398
Si 7.093 11.938 23.118  -0.1493
C 8.500 12.472 21.993  -0.9975
C 7.945 10.651 24.267  -0.8090
C 6.684 13.414 24.241  -0.9326
Si 4.517 12.464 21.500  -0.7114
C 5.313 13.919 20.612  -1.1287
C 3.398 13.432 22.702  -1.4709
C 3.339 11.674 20.173  -0.0207
C 2.069 12.191 19.916  -0.5660
C 1.267 11.564 18.970  -0.8132
C 1.773 10.459 18.287  -0.9736
C 3.032 9.982 18.642  0.3486
N 3.781 10.567 19.611  1.5333
H 3.461 10.537 25.828  0.3592
H 3.608 12.108 24.983  0.3209
H 5.042 11.350 25.819  0.2529
H 6.260 8.586 23.868  -0.6802
H 4.767 7.746 23.509  0.1096
H 5.086 8.355 25.184  0.5213
H 2.279 9.080 23.474  0.3259
H 2.734 9.534 21.861  -0.2050
H 2.119 10.725 22.983  0.5071
H 8.893 11.780 21.305  0.2923
H 9.417 12.738 22.622  0.2729
H 8.297 13.441 21.529  0.2750
H 8.010 9.687 23.743  -0.0409
H 7.393 10.577 25.235  0.2935
H 8.963 11.064 24.486  0.4498
H 6.535 14.361 23.676  0.1988
H 7.513 13.596 24.940  0.3843
H 5.749 13.147 24.770  0.2166
H 6.123 14.441 21.145  0.2241
H 4.439 14.611 20.496  0.3408
H 5.664 13.619 19.627  0.2574
H 3.962 13.719 23.591  0.3316
H 2.506 12.818 22.954  0.3235
H 3.032 14.349 22.283  0.5555
H 1.714 13.057 20.407  0.5260
H 0.261 11.962 18.747  0.3315
H 1.241 9.910 17.543  0.2401
H 3.458 9.141 18.077  0.2221
Cl 6.641 7.424 17.727  -0.7868
Cl 4.134 7.736 20.681  -0.6267
O 4.817 9.867 15.939  -0.4666
N 5.845 10.371 16.352  0.3266
O 6.740 10.857 15.715  -0.6193
O 5.948 10.405 17.595  0.0840
C 8.887 7.567 25.568  -1.0699
C 8.382 6.393 24.762  -0.3641
C 7.851 6.597 23.338  0.4592
N 8.091 7.489 22.469  -0.4651
N 7.518 7.260 21.203  0.0738
C 6.968 6.072 21.129  0.0631
N 6.555 5.486 19.977  -0.0565
S 6.831 5.275 22.685  -0.3458
H 9.252 7.236 26.557  0.4205
H 8.108 8.296 25.779  0.1333
H 9.723 8.075 25.081  0.2850
H 7.516 5.978 25.298  0.2672
H 9.191 5.583 24.719  0.3229
H 6.540 6.133 19.190  -0.0185
H 5.753 4.865 20.067  0.1661
Cl 7.680 12.370 18.792  -0.2678
C 8.898 11.250 18.243  0.7215
C 8.894 9.925 18.790  -1.1880
C 10.006 9.176 18.419  0.2417
Cl 10.228 7.578 19.069  -0.2158
C 11.069 9.723 17.668  0.1698
Cl 12.478 8.840 17.378  -0.2432
C 11.015 11.060 17.218  0.1934
Cl 12.405 11.765 16.451  -0.2529
C 9.881 11.785 17.416  -0.0352
Cl 9.734 13.396 16.851  -0.2443

Cartesian forces (eV/Å) of the 6 atoms listed first:
1.6444 -0.6991 -0.4925
0.0808 -0.3572 -0.0517
-0.8794 -0.6750 0.4931
0.9432 0.9961 -1.0665
-0.6378 -0.7423 0.7725
0.4574 1.4811 -0.3203

Calculated values
Energy above the lowest of the compared OMol25 structures with the same formula, charge and spin   0.000 eV
Net charge   -2
Gap between HOMO and LUMO   6.41 eV

The following is a DFT calculation (ωB97M-V with the def2-TZVPD basis set) of H12O10STl as an isolated structure.

Last column: Mulliken charge in e.
Cartesian coordinates (Å):
Tl 0.274 0.200 0.173  2.0848
S -1.175 -2.704 -0.880  1.0780
O -0.664 -1.418 -0.357  -0.4279
O -2.035 -3.296 0.089  -0.6856
O -1.972 -2.367 -2.065  -0.7454
O -0.189 -3.723 -1.184  -0.6996
O -0.657 -0.074 2.117  -0.6100
H -1.186 -0.820 2.388  0.3719
H -1.133 0.714 2.595  0.3309
O 1.982 -0.824 -0.985  -0.5418
H 2.123 -1.712 -0.713  0.3040
H 2.698 -0.396 -1.425  0.2937
O -1.918 0.936 -0.160  -0.5208
H -2.418 1.717 0.182  0.2819
H -2.316 0.818 -1.000  0.3057
O 0.023 1.155 -1.817  -0.5517
H 0.019 0.583 -2.557  0.2953
H 0.084 2.046 -2.152  0.2901
O 2.120 0.437 1.392  -0.5718
H 3.051 0.721 1.196  0.3190
H 2.289 0.081 2.303  0.3275
O 0.333 2.289 0.808  -0.5816
H 0.807 2.569 1.648  0.3378
H -0.145 3.057 0.403  0.3154

Cartesian forces (eV/Å) of the 6 atoms listed first:
0.0764 -1.0733 -1.0774
-4.0802 -7.2875 -4.3849
1.6625 2.9779 1.7340
-1.2643 0.7467 3.0707
0.8868 1.6020 -0.2176
2.5756 1.5060 -0.1771

Calculated values
Energy above the lowest of the compared OMol25 structures with the same formula, charge and spin   0.229 eV
Net charge   +1
Gap between HOMO and LUMO   3.94 eV

The following is a DFT calculation (ωB97M-V with the def2-TZVPD basis set) of one molecule with the formula C2H5PS.

Last column: Mulliken charge in e.
Cartesian coordinates (Å):
C -0.229 -0.706 1.918  -0.1891
C 1.291 -0.645 1.237  -0.6871
P 1.109 -0.111 -0.695  -0.0002
S -1.095 -2.053 1.925  -0.2191
H -0.669 0.157 2.422  0.2929
H 1.489 -1.702 1.331  0.3560
H 1.859 0.192 1.687  0.3412
H 1.409 -1.418 -1.098  0.0549
H 2.491 0.233 -0.623  0.0506

Cartesian forces (eV/Å) of the 6 atoms listed first:
2.1758 0.2481 -0.9215
-4.3662 1.3125 -0.0747
0.6571 -0.4412 2.1365
-0.0110 -0.1951 -0.1075
0.4298 0.2487 -0.2805
1.2829 0.1145 -0.0104

Calculated values
Energy above the lowest of the compared OMol25 structures with the same formula, charge and spin   0.948 eV
Net charge   0
Gap between HOMO and LUMO   8.54 eV
SMILES   PCC=S

The following is a DFT calculation (ωB97M-V with the def2-TZVPD basis set) of C27H28Cl2IrN3O2S2 as an isolated structure.

Last column: Mulliken charge in e.
Cartesian coordinates (Å):
Ir 0.229 0.262 -0.055  2.7842
C 0.322 0.696 -2.989  -0.6496
C 1.645 1.121 -2.373  -0.8452
N 1.389 1.723 -1.026  -0.6958
C 0.787 3.099 -1.148  -0.6991
C -0.296 3.361 -0.124  -0.2512
S -1.376 1.922 0.095  -0.2015
C -2.196 1.729 -1.532  -0.5635
C -1.965 0.321 -2.053  -0.8636
N -0.517 -0.046 -1.984  -0.6148
H -0.249 1.556 -3.333  0.3373
H 0.497 0.071 -3.864  0.5139
H 2.291 0.256 -2.226  0.3174
H 2.166 1.826 -3.024  0.5175
H 2.280 1.817 -0.542  0.3229
H 1.579 3.842 -1.049  0.5215
H 0.387 3.198 -2.155  0.3460
H 0.120 3.538 0.870  -0.1472
H -0.899 4.231 -0.384  0.6615
H -3.261 1.897 -1.383  0.5657
H -1.829 2.507 -2.200  0.3763
H -2.509 -0.400 -1.446  0.4135
H -2.323 0.243 -3.082  0.4619
H -0.446 -1.040 -2.188  0.4270
Cl -3.025 -3.190 1.572  -0.0955
C -1.371 -3.419 1.310  0.3612
C -0.764 -4.638 1.553  -0.6003
C 0.600 -4.816 1.349  0.7765
Cl 1.291 -6.317 1.672  -0.1040
C 1.434 -3.741 0.860  -0.4174
C 2.818 -3.832 0.643  -0.6410
C 3.494 -2.722 0.189  -1.1438
C 2.791 -1.545 -0.068  -0.0765
N 1.480 -1.446 0.109  -0.3120
C 0.813 -2.523 0.592  0.4898
C -0.595 -2.317 0.840  0.3167
O -1.088 -1.162 0.627  -0.7273
H -1.358 -5.467 1.915  0.5202
H 3.342 -4.759 0.833  0.5097
H 4.561 -2.750 0.022  0.4815
H 3.305 -0.662 -0.426  0.4943
O 1.152 0.637 1.761  -0.1954
S 0.546 1.481 2.929  0.1026
C 0.927 0.618 4.405  0.7020
C 2.243 0.464 4.841  -0.3776
C 2.467 -0.213 6.024  -0.7899
C 1.391 -0.710 6.758  -0.4607
C 0.087 -0.544 6.316  -0.7964
C -0.156 0.125 5.125  -0.4011
C 1.610 2.903 2.999  0.1638
C 2.831 2.922 2.339  0.1234
C 3.610 4.069 2.412  -1.0022
C 3.163 5.170 3.130  -0.5407
C 1.939 5.133 3.788  -0.7235
C 1.148 3.995 3.723  -0.3048
H 3.067 0.886 4.279  0.4026
H 3.476 -0.337 6.392  0.4469
H 1.577 -1.221 7.694  0.4418
H -0.740 -0.921 6.902  0.4515
H -1.169 0.275 4.772  0.4730
H 3.183 2.038 1.821  0.5663
H 4.576 4.097 1.925  0.4711
H 3.775 6.060 3.186  0.4508
H 1.599 5.991 4.352  0.4536
H 0.195 3.961 4.239  0.4757

Cartesian forces (eV/Å) of the 6 atoms listed first:
-0.6255 0.4354 -0.0986
0.0243 -0.0009 0.0039
0.0035 0.0107 0.0020
0.1048 -0.4199 0.1393
-0.0316 0.0487 -0.0373
0.0365 0.0117 0.0515

Calculated values
Energy above the lowest of the compared OMol25 structures with the same formula, charge and spin   0.238 eV
2S+1   2
Net charge   +3
Gap between HOMO and LUMO (alpha / beta)   7.51 / 5.65 eV

The following is a DFT calculation (ωB97M-V with the def2-TZVPD basis set) of C33H32MnN6O8S as an isolated structure.

Last column: Mulliken charge in e.
Cartesian coordinates (Å):
Mn 1.458 -0.899 -1.585  0.7964
O -0.813 -4.473 -0.128  -0.5337
C -0.034 -3.434 -0.460  -0.0350
O -0.110 -2.825 -1.497  -0.4177
C 0.971 -3.103 0.627  0.6496
C 0.895 -3.618 1.907  -0.6005
C 1.804 -3.148 2.840  -0.8767
C 2.768 -2.239 2.440  -0.5253
C 2.788 -1.824 1.118  1.2776
N 1.881 -2.234 0.246  -0.0119
C 3.814 -0.871 0.509  0.1520
O 4.812 -0.451 1.296  -0.5270
O 3.744 -0.523 -0.634  -0.3502
H -1.395 -4.634 -0.887  0.4317
H 0.128 -4.335 2.160  0.5384
H 1.759 -3.478 3.869  0.4320
H 3.472 -1.861 3.172  0.1204
H 4.744 -0.806 2.191  0.3059
O 3.444 -1.946 -4.946  -0.7496
C 2.728 -1.460 -4.091  0.0602
O 2.350 -1.991 -2.983  -0.6643
C 2.157 -0.060 -4.327  0.6799
C 2.536 0.693 -5.423  -0.7152
C 1.947 1.932 -5.608  -0.3914
C 0.993 2.369 -4.700  -1.1265
C 0.683 1.558 -3.624  -0.0969
N 1.255 0.369 -3.437  0.5635
H 3.281 0.289 -6.094  0.5596
H 2.228 2.554 -6.449  0.4251
H 0.500 3.324 -4.815  0.4726
H -0.049 1.855 -2.884  0.4295
O 2.268 2.325 -1.020  -0.7127
C 1.678 1.806 -0.101  -1.0834
N 1.562 2.347 1.168  0.0831
C 0.607 1.624 1.974  3.3196
C 0.445 0.372 1.077  -1.2945
O -0.122 -0.653 1.447  -0.3838
N 1.041 0.562 -0.113  1.5812
C 1.146 1.274 3.360  -0.7373
C 0.546 0.280 4.133  0.1311
C 1.037 -0.022 5.395  -1.0346
C 2.125 0.671 5.914  -0.5330
C 2.718 1.668 5.156  -0.9310
C 2.234 1.961 3.885  -0.1187
C -0.748 2.351 2.088  -0.3081
C -1.943 1.642 2.166  0.6769
C -3.156 2.313 2.254  -0.9572
C -3.193 3.699 2.277  -0.6296
C -2.003 4.412 2.221  -1.0643
C -0.793 3.741 2.124  -0.3731
H 1.813 3.309 1.311  0.3684
H -0.304 -0.259 3.738  0.3790
H 0.565 -0.803 5.979  0.4504
H 2.497 0.444 6.905  0.4203
H 3.560 2.222 5.549  0.4231
H 2.728 2.725 3.299  0.3636
H -1.927 0.561 2.134  0.2012
H -4.077 1.745 2.293  0.3475
H -4.139 4.222 2.336  0.4233
H -2.015 5.494 2.248  0.3971
H 0.120 4.323 2.085  0.2832
C -4.477 -0.745 0.766  -1.2689
C -3.450 -1.783 0.340  0.2236
N -3.431 -2.020 -1.099  -0.1656
C -2.726 -1.260 -1.980  0.0735
S -1.840 0.064 -1.476  -0.0921
N -2.802 -1.673 -3.263  -0.2364
C -1.925 -1.167 -4.321  -0.0326
C -2.424 0.124 -4.948  -1.1919
H -4.449 -0.611 1.850  0.3624
H -5.487 -1.047 0.482  0.4686
H -4.248 0.211 0.293  0.2019
H -3.653 -2.744 0.818  0.4482
H -2.453 -1.452 0.636  -0.4760
H -4.000 -2.769 -1.459  0.2578
H -3.216 -2.576 -3.425  0.2419
H -1.871 -1.953 -5.074  0.5070
H -0.926 -1.029 -3.906  -0.2499
H -3.361 -0.038 -5.484  0.3951
H -1.682 0.501 -5.654  0.3301
H -2.585 0.879 -4.179  0.2431

Cartesian forces (eV/Å) of the 6 atoms listed first:
-0.4140 0.2186 -0.0182
0.0217 0.1913 -0.3503
0.3780 0.1426 0.4644
-0.0128 -0.1694 0.3044
-0.6058 -0.2138 -0.4444
0.0463 -0.0571 0.2090

Calculated values
2S+1   6
Net charge   0
Gap between HOMO and LUMO (alpha / beta)   7.09 / 7.47 eV

| no. | strongest force on any atom (eV/A) |
| --- | --- |
| 1 | 6.2 |
| 2 | 2.8 |
| 3 | 9.4 |
| 4 | 4.6 |
| 5 | 0.8 |
| 6 | 0.8 |